ORCA calculation (wB97M-V/def2-TZVPD) on C3H4BeO3 as an isolated structure.

Geometry as ORCA input:
```
! RIJCOSX wB97M-V def2-TZVPD def2/J DEFGRID3
* xyz 1 2
O 0.421 -1.011 0.045
O 1.886 0.221 0.062
O 0.211 1.812 -0.211
C -1.905 -0.508 -0.170
C -0.737 -1.160 0.453
C 1.035 1.003 -0.135
Be 1.597 -1.323 0.529
H -1.936 0.547 0.143
H -1.873 -0.967 -1.197
H -2.822 -0.901 0.299
H -0.906 -1.715 1.393
*
```

For the LUMO energy (spin up / spin down), the calculation gives -0.215 / -0.199 Eh. The expectation value of S² is 0.753. The calculation puts the gap between HOMO and LUMO (spin up / spin down) at 5.78 / 11.91 eV. Its HOMO energy (spin up / spin down) is -11.6408 / -17.3100 eV.

***

ORCA calculation (wB97M-V/def2-TZVPD) on C3H4Br2N2O6 in the gas phase.

Geometry as ORCA input:
```
! RIJCOSX wB97M-V def2-TZVPD def2/J DEFGRID3
* xyz 0 1
Br 0.617 2.639 -0.632
Br 1.246 -1.295 -2.185
O -0.681 -2.410 -0.004
O 0.442 1.161 1.729
O 0.714 -1.715 1.533
O 2.023 0.362 0.425
O -2.091 1.303 -0.130
O -2.168 -0.252 1.351
N -1.662 0.319 0.447
N 0.006 -1.575 0.543
C 0.809 0.839 0.524
C -0.358 -0.087 -0.121
C -0.353 -0.266 -1.597
H -0.526 0.693 -2.010
H -1.298 -0.802 -1.827
H 1.138 1.035 2.477
H 2.140 0.052 -0.524
*
```

For the LUMO energy, the calculation gives -0.021 Eh. As for the SMILES: O=[N+]([O-])C(CBr)([N+](=O)[O-])C(O)(O)Br. The calculation puts the gap between HOMO and LUMO at 9.70 eV. Its HOMO energy is -10.2789 eV.

***

ORCA calculation (wB97M-V/def2-TZVPD) on C3H4Br2O in the gas phase.

Geometry as ORCA input:
```
! RIJCOSX wB97M-V def2-TZVPD def2/J DEFGRID3
* xyz 0 1
Br -2.387 -1.268 -0.383
Br 2.543 -1.469 -0.205
O 0.025 -0.956 -1.800
C -0.640 -0.521 -0.594
C 0.737 -1.682 -0.778
C -0.217 0.654 0.256
H 0.724 1.179 -0.121
H 0.336 -2.705 -0.598
H -1.037 1.377 0.192
H -0.117 0.471 1.433
*
```

For the LUMO energy, the calculation gives 0.024 Eh. As for the SMILES: C[C@@]1(Br)O[C@H]1Br. The calculation puts the gap between HOMO and LUMO at 9.55 eV. Its HOMO energy is -8.9133 eV.

***

ORCA calculation (wB97M-V/def2-TZVPD) on a 2-piece molecular cluster, C3H4Br2S overall.

Geometry as ORCA input:
```
! RIJCOSX wB97M-V def2-TZVPD def2/J DEFGRID3
* xyz 0 1
Br -2.739 -1.711 -0.274
Br -2.489 2.143 0.274
S 0.481 1.915 -0.745
C -1.095 -0.907 -0.146
C 0.065 -1.211 0.360
C -1.161 1.367 -0.827
H -1.496 1.211 -1.846
H 0.869 -0.486 0.317
H 0.318 -2.162 0.807
H 0.526 2.096 0.580
*
```

For the LUMO energy (spin up / spin down), the calculation gives -0.004 / -0.004 Eh. The calculation puts the gap between HOMO and LUMO (spin up / spin down) at 8.18 / 8.18 eV. Its HOMO energy (spin up / spin down) is -8.2892 / -8.2899 eV.

***

ORCA calculation (wB97M-V/def2-TZVPD) on a 2-piece molecular cluster, C3H4BrCl overall.

Geometry as ORCA input:
```
! RIJCOSX wB97M-V def2-TZVPD def2/J DEFGRID3
* xyz 0 1
Br -0.452 -0.804 -2.485
Cl 0.007 -1.423 2.029
C -0.970 -0.605 1.088
C 0.279 0.078 -0.979
C 1.156 0.966 -0.654
H -1.848 -1.046 0.697
H 1.191 1.141 0.341
H -1.210 0.381 1.365
H 1.847 1.312 -1.402
*
```

For the LUMO energy (spin up / spin down), the calculation gives 0.002 / -0.004 Eh. The calculation puts the gap between HOMO and LUMO (spin up / spin down) at 8.40 / 8.17 eV. Its HOMO energy (spin up / spin down) is -8.3439 / -8.2660 eV.

***

ORCA calculation (wB97M-V/def2-TZVPD) on a 2-piece molecular cluster, C3H4BrClO overall.

Geometry as ORCA input:
```
! RIJCOSX wB97M-V def2-TZVPD def2/J DEFGRID3
* xyz 0 1
Br -3.145 -1.354 0.185
Cl -1.721 2.096 -0.250
O 0.586 1.273 0.175
C -1.313 -1.487 0.158
C -0.554 0.885 -0.293
C 1.604 0.280 0.214
H 2.192 0.337 -0.707
H -1.038 -1.827 -0.859
H 2.239 0.507 1.071
H 1.150 -0.710 0.307
*
```

For the LUMO energy, the calculation gives -0.018 Eh. The calculation puts the gap between HOMO and LUMO at 7.80 eV. Its HOMO energy is -8.2785 eV.

***

ORCA calculation (wB97M-V/def2-TZVPD) on C3H4BrF in the gas phase.

Geometry as ORCA input:
```
! RIJCOSX wB97M-V def2-TZVPD def2/J DEFGRID3
* xyz 0 1
Br 0.811 2.674 -0.403
F -0.688 -1.669 1.783
C 0.223 1.077 -0.977
C -0.837 -1.149 0.508
C -0.032 0.123 0.098
H -0.687 -1.988 -0.298
H -0.074 0.768 0.993
H 0.392 0.747 -2.019
H 0.892 -0.583 0.316
*
```

For the LUMO energy (spin up / spin down), the calculation gives -0.014 / 0.009 Eh. The calculation puts the gap between HOMO and LUMO (spin up / spin down) at 7.97 / 8.43 eV. Its HOMO energy (spin up / spin down) is -8.3342 / -8.1818 eV.

***

ORCA calculation (wB97M-V/def2-TZVPD) on a 2-piece molecular cluster, C3H4BrF2NO2 overall.

Geometry as ORCA input:
```
! RIJCOSX wB97M-V def2-TZVPD def2/J DEFGRID3
* xyz 0 1
Br -3.041 0.650 0.267
F -2.760 -1.561 -1.477
F -2.419 -1.834 0.730
O 0.646 -2.489 0.292
O 0.988 -0.803 1.729
N -0.074 0.933 -0.282
C -0.020 -0.422 -0.533
C -2.265 -0.980 -0.249
C 0.547 -1.305 0.528
H -0.644 1.532 -0.812
H 1.206 -1.596 2.259
H -0.076 -0.934 -1.439
H -0.286 1.215 0.713
*
```

For the LUMO energy (spin up / spin down), the calculation gives -0.014 / -0.014 Eh. The calculation puts the gap between HOMO and LUMO (spin up / spin down) at 8.29 / 8.29 eV. Its HOMO energy (spin up / spin down) is -8.6758 / -8.6773 eV.

***

ORCA calculation (wB97M-V/def2-TZVPD) on C3H4BrN in the gas phase.

Geometry as ORCA input:
```
! RIJCOSX wB97M-V def2-TZVPD def2/J DEFGRID3
* xyz 0 1
Br -2.111 -0.970 -0.016
N -0.725 2.492 0.290
C -0.618 1.422 -0.025
C -0.400 0.020 -0.388
C 0.770 -0.626 0.315
H -0.214 -0.037 -1.531
H 0.531 -1.034 1.221
H 1.481 0.132 0.477
H 1.286 -1.400 -0.343
*
```

For the LUMO energy, the calculation gives 0.010 Eh. As for the SMILES: C[C@@H](Br)C#N. The calculation puts the gap between HOMO and LUMO at 11.16 eV. Its HOMO energy is -10.8752 eV.

***

ORCA calculation (wB97M-V/def2-TZVPD) on an isolated ion of composition C3H4BrN2O3 and charge +1.

Geometry as ORCA input:
```
! RIJCOSX wB97M-V def2-TZVPD def2/J DEFGRID3
* xyz 1 1
Br 2.718 -1.171 0.157
O -2.050 -1.920 1.109
O -2.936 -1.073 -0.686
O 0.235 -0.792 -1.083
N -2.115 -1.224 0.148
N -0.423 0.664 0.620
C -0.889 -0.360 0.021
C 0.881 1.107 0.166
C 1.330 -0.023 -0.779
H 1.801 0.320 -1.702
H 0.787 2.068 -0.353
H 1.563 1.236 1.015
H -0.904 1.168 1.368
*
```

For the LUMO energy, the calculation gives -0.222 Eh. As for the SMILES: O=[N+]([O-])C1=[NH+]C[C@@H](Br)O1. The calculation puts the gap between HOMO and LUMO at 8.61 eV. Its HOMO energy is -14.6477 eV.

***

ORCA calculation (wB97M-V/def2-TZVPD) on C3H4BrNO in the gas phase.

Geometry as ORCA input:
```
! RIJCOSX wB97M-V def2-TZVPD def2/J DEFGRID3
* xyz 0 1
Br -2.805 -0.021 -0.028
O -0.121 -0.028 -1.099
N -0.452 -0.644 1.069
C -0.933 -0.738 -0.269
C 0.490 0.208 1.069
C 0.878 0.647 -0.379
H 1.010 1.659 -0.695
H 1.248 0.346 1.817
H 1.880 0.364 -0.795
H -1.195 -1.791 -0.690
*
```

For the LUMO energy, the calculation gives 0.014 Eh. As for the SMILES: Br[C@@H]1N=CCO1. The calculation puts the gap between HOMO and LUMO at 10.33 eV. Its HOMO energy is -9.9660 eV.

***

ORCA calculation (wB97M-V/def2-TZVPD) on C3H4BrNO3 in the gas phase.

Geometry as ORCA input:
```
! RIJCOSX wB97M-V def2-TZVPD def2/J DEFGRID3
* xyz 0 1
Br -0.616 2.322 1.237
O -0.993 0.724 -1.644
O 0.418 -1.513 0.665
O -0.292 -1.867 -1.482
N -0.448 0.561 0.670
C 0.653 -0.237 1.384
C 0.113 -1.130 -0.610
C -0.089 0.365 -0.719
H 0.902 0.850 -1.047
H -1.578 -0.046 -1.785
H 0.375 -0.253 2.421
H 1.555 0.225 0.908
*
```

For the LUMO energy, the calculation gives 0.009 Eh. As for the SMILES: O=C1OCN(Br)[C@@H]1O. The calculation puts the gap between HOMO and LUMO at 10.12 eV. Its HOMO energy is -9.8694 eV.

***

ORCA calculation (wB97M-V/def2-TZVPD) on C3H4BrNS in the gas phase.

Geometry as ORCA input:
```
! RIJCOSX wB97M-V def2-TZVPD def2/J DEFGRID3
* xyz 0 1
Br -0.843 -3.136 -1.005
S 0.786 -0.302 -1.626
N -0.788 -0.790 0.579
C -0.472 -1.485 -0.382
C 0.875 0.795 -0.098
C -0.464 0.553 0.668
H -0.529 1.058 1.710
H 0.992 1.831 -0.395
H 1.669 0.329 0.511
H -1.226 1.146 0.037
*
```

For the LUMO energy, the calculation gives 0.017 Eh. As for the SMILES: BrC1=NCCS1. The calculation puts the gap between HOMO and LUMO at 9.34 eV. Its HOMO energy is -8.8896 eV.

***

ORCA calculation (wB97M-V/def2-TZVPD) on C3H4BrNS in the gas phase.

Geometry as ORCA input:
```
! RIJCOSX wB97M-V def2-TZVPD def2/J DEFGRID3
* xyz 0 1
Br -1.969 2.556 -1.298
S -1.683 -0.647 -0.482
N -0.238 -1.433 0.095
C 0.373 0.834 -0.014
C 0.925 -0.486 0.314
C -0.886 0.875 -0.386
H -0.432 -2.176 0.816
H 1.826 -0.742 -0.320
H 1.263 -0.607 1.421
H 0.821 1.827 -0.146
*
```

For the LUMO energy, the calculation gives -0.015 Eh. As for the SMILES: BrC1=CCNS1. The calculation puts the gap between HOMO and LUMO at 7.43 eV. Its HOMO energy is -7.8350 eV.

***

ORCA calculation (wB97M-V/def2-TZVPD) on a 2-piece molecular cluster, C3H4BrOS overall.

Geometry as ORCA input:
```
! RIJCOSX wB97M-V def2-TZVPD def2/J DEFGRID3
* xyz -1 1
Br -2.852 0.295 0.565
S 2.817 -0.437 0.799
O 1.985 1.385 -1.160
C 1.745 0.736 -0.214
C 1.031 0.094 0.672
C -1.449 -0.452 -0.471
H 0.426 0.288 1.609
H -1.627 -0.343 -1.564
H -0.579 0.046 0.029
H -1.497 -1.614 -0.265
*
```

For the LUMO energy, the calculation gives 0.117 Eh. The calculation puts the gap between HOMO and LUMO at 5.51 eV. Its HOMO energy is -2.3309 eV.

***

ORCA calculation (wB97M-V/def2-TZVPD) on C3H4CdLiO4 as an isolated structure.

Geometry as ORCA input:
```
! RIJCOSX wB97M-V def2-TZVPD def2/J DEFGRID3
* xyz 3 1
Cd 3.587 2.216 -0.131
O 0.363 0.043 0.623
O -0.677 0.128 -1.393
O 2.042 -1.266 -0.139
O 2.228 0.959 -0.035
C 1.677 -0.126 0.140
C -2.007 0.052 0.501
C -0.695 0.197 -0.121
Li 1.792 -3.023 0.523
H -1.859 -0.420 1.485
H -2.448 1.043 0.663
H -2.593 -0.473 -0.328
H -1.410 0.670 -1.790
*
```

For the LUMO energy, the calculation gives -0.570 Eh. The calculation puts the gap between HOMO and LUMO at 8.50 eV. Its HOMO energy is -24.0016 eV.

***

ORCA calculation (wB97M-V/def2-TZVPD) on C3H4CdO4 as an isolated structure.

Geometry as ORCA input:
```
! RIJCOSX wB97M-V def2-TZVPD def2/J DEFGRID3
* xyz 0 1
Cd -0.174 0.963 0.530
O -1.190 -2.518 0.539
O 1.768 0.896 0.794
O 0.640 2.745 0.510
O 2.850 2.736 0.069
C -0.692 -1.748 -0.395
C -1.212 -0.575 -0.865
C 1.831 2.180 0.508
H -2.259 -0.334 -0.648
H 0.285 -2.104 -0.735
H -1.057 -2.146 1.444
H -0.789 -0.095 -1.752
*
```

For the LUMO energy, the calculation gives -0.074 Eh. The calculation puts the gap between HOMO and LUMO at 6.21 eV. Its HOMO energy is -8.2309 eV.

***

ORCA calculation (wB97M-V/def2-TZVPD) on C3H4CeLiO5 as an isolated structure.

Geometry as ORCA input:
```
! RIJCOSX wB97M-V def2-TZVPD def2/J DEFGRID3
* xyz 1 3
Ce 0.302 -2.864 -0.513
O -0.760 -1.262 -1.978
O -0.395 0.875 -1.368
O 1.283 -1.370 1.190
O -1.231 0.368 -3.366
O 0.358 1.957 2.186
C -0.797 0.019 -2.238
C 0.189 0.719 1.572
C 1.279 -0.184 1.641
Li -1.491 -1.496 -3.799
H -0.143 0.776 -0.065
H 2.256 0.253 1.922
H -0.789 0.252 1.764
H -0.060 1.957 3.052
*
```

For the LUMO energy (spin up / spin down), the calculation gives -0.174 / -0.182 Eh. The expectation value of S² is 2.001. The calculation puts the gap between HOMO and LUMO (spin up / spin down) at 6.09 / 6.65 eV. Its HOMO energy (spin up / spin down) is -10.8113 / -11.6066 eV.

***

ORCA calculation (wB97M-V/def2-TZVPD) on C3H4Cl2 in the gas phase.

Geometry as ORCA input:
```
! RIJCOSX wB97M-V def2-TZVPD def2/J DEFGRID3
* xyz 0 1
Cl -1.999 -1.316 0.028
Cl 2.928 -0.970 0.041
C 0.269 0.222 0.620
C -1.115 0.489 -0.174
C 1.316 -0.172 -0.265
H -1.585 1.024 0.581
H -1.167 0.810 -1.261
H 1.151 -0.025 -1.226
H 0.205 -0.062 1.656
*
```

For the LUMO energy, the calculation gives -0.001 Eh. As for the SMILES: Cl/C=C/CCl. The calculation puts the gap between HOMO and LUMO at 9.65 eV. Its HOMO energy is -9.6870 eV.

***

ORCA calculation (wB97M-V/def2-TZVPD) on a 2-piece molecular cluster, C3H4Cl2N3O3P overall.

Geometry as ORCA input:
```
! RIJCOSX wB97M-V def2-TZVPD def2/J DEFGRID3
* xyz 0 1
Cl -3.917 0.177 -0.724
Cl -3.183 0.600 -3.648
P -2.217 0.190 -1.913
O 2.638 0.797 1.732
O -2.098 -1.362 -2.062
O 2.577 -1.434 1.400
N 0.847 0.023 0.730
N -0.096 -0.646 0.063
N -0.107 -1.825 -0.314
C 0.702 1.394 0.974
C 1.785 1.842 1.568
C 2.122 -0.335 1.263
H 2.124 2.758 1.776
H -0.183 1.922 0.485
H -1.522 -1.646 -1.410
H 0.528 -2.454 0.079
*
```

For the LUMO energy, the calculation gives -0.022 Eh. As for the SMILES: [H]/N=N\n1ccoc1=O.OP(Cl)Cl. The calculation puts the gap between HOMO and LUMO at 8.92 eV. Its HOMO energy is -9.5024 eV.

***

E_tot per entry: -356.8078; -5825.4604; -5339.8729; -5662.7912; -3150.7383; -3225.9397; -2790.4017; -3095.6205; -2745.4537; -3025.4927; -2820.6692; -2971.1449; -3143.6127; -3143.5794; -3164.0983; -591.7580; -585.2992; -975.3121; -1037.0071; -1768.4289 Ha